Record 1
22
Properties=species:S:1:pos:R:3 method="wB97M-V/def2-TZVPD" smiles="N/C=C/N.CCCS" homo_energy_ev=-7.6 homo_lumo_gap_ev=8.3561 multiplicity=1
C -0.45065 0.56030 -2.04514
C 0.60521 1.21376 -2.52263
N 0.61775 2.52044 -3.02137
N -0.35635 -0.70730 -1.39351
H -1.42758 1.02401 -2.05051
H 1.59890 0.80471 -2.38769
H 1.32864 2.60630 -3.73684
H -0.25345 2.84743 -3.39464
H -0.88574 -1.45388 -1.83065
H -0.85589 -0.65344 -0.07214
H 0.60892 -0.98295 -1.23757
C 1.62064 0.19774 1.43922
C 0.96636 -0.52658 2.61115
C -0.11512 -1.51829 2.23624
S -1.53907 -0.78727 1.32561
H 0.86502 0.66962 0.80760
H 2.19003 -0.49064 0.80209
H 2.30313 0.96249 1.80601
H 1.75780 -1.02172 3.18334
H 0.57802 0.25306 3.27497
H -0.53577 -1.99918 3.11469
H 0.36011 -2.27834 1.60694

Record 2
22
Properties=species:S:1:pos:R:3 method="wB97M-V/def2-TZVPD" smiles="C[C@@H](N)CC/[NH+]=C/N" homo_energy_ev=-13.7 homo_lumo_gap_ev=10.9595 total_charge=+1 multiplicity=1
C -2.28829 -1.59370 0.64092
C -1.50219 -0.55409 -0.15001
C -0.15617 -1.14751 -0.57835
C 0.70932 -0.22033 -1.37874
N 2.70791 2.08798 0.73020
C 2.35270 1.14578 -0.12673
N 1.13144 0.90438 -0.43437
N -1.26501 0.70043 0.62177
H -1.72723 -2.49113 0.91647
H -2.59845 -1.18367 1.58276
H -3.25480 -1.94427 0.28389
H -1.96013 -0.22145 -1.07862
H -0.34296 -2.02755 -1.16934
H 0.44211 -1.65583 0.18340
H 1.65019 -0.59235 -1.76369
H 0.20184 0.36558 -2.13440
H 2.02308 2.46740 1.36684
H 3.66030 2.16045 1.04552
H 3.16559 0.66968 -0.65295
H 0.32010 1.25208 0.09005
H -2.00196 1.33929 0.38048
H -1.26738 0.53882 1.62492

Record 3
22
Properties=species:S:1:pos:R:3 method="wB97M-V/def2-TZVPD" homo_energy_ev=-14.1 homo_lumo_gap_ev=7.6057 total_charge=+1 multiplicity=1
C 2.82572 0.82672 0.36236
C 1.46410 0.28448 -0.16454
C 1.13552 -1.08579 0.36245
C 0.09142 -1.51477 -0.63355
N -2.72807 0.60757 -0.00343
C -1.72603 -0.22279 0.17836
N -0.89493 -0.48331 -0.80679
N 0.36838 1.05147 0.23017
H 3.60865 0.11653 0.14684
H 2.75582 1.01141 1.43495
H 3.04048 1.78919 -0.09637
H 1.53667 0.22351 -1.25859
H 1.96192 -1.77986 0.42000
H 0.71528 -0.97347 1.35386
H -0.35712 -2.47407 -0.34658
H 0.57343 -1.68321 -1.59440
H -2.73078 1.16094 -0.85404
H -3.33034 0.86862 0.75342
H -1.69182 -0.70741 1.15347
H -1.45158 1.66455 2.20991
H 0.36080 1.97358 -0.23100
H -1.95783 1.85685 1.71284

Record 4
22
Properties=species:S:1:pos:R:3 method="wB97M-V/def2-TZVPD" homo_energy_ev=-12.9 homo_lumo_gap_ev=8.4762 total_charge=+1 multiplicity=1
C -1.86984 0.13250 -0.13513
C -2.73644 1.31543 -0.47960
C 2.50415 -0.01004 -0.72058
C 1.10762 0.12626 1.28658
C 1.14084 0.32569 -0.20376
N -2.33110 -0.89501 0.49474
N 0.21893 -0.59881 -0.96361
N 0.27235 -1.81758 -0.59338
H -3.28592 1.12761 -1.43584
H -3.71466 1.46993 0.20292
H -2.23294 2.34871 -0.53898
H 2.69986 -1.13699 -0.49709
H 2.74764 0.12168 -1.73698
H 3.12401 0.65710 -0.20146
H 1.67519 0.80824 1.84693
H 1.42372 -0.91251 1.33934
H -0.03432 0.14423 1.73523
H 1.05247 1.37817 -0.55924
H -3.38612 -0.99536 0.81769
H -1.84218 -1.74505 0.62518
H 0.47828 -2.04262 0.30653
H 0.07878 -2.54181 -1.27938

Record 5
22
Properties=species:S:1:pos:R:3 method="wB97M-V/def2-TZVPD" smiles="CN/C(=[NH+]/C)N(C)C" homo_energy_ev=-13.6 homo_lumo_gap_ev=10.6646 total_charge=+1 multiplicity=1
C 0.16711 -0.05500 -0.22925
C 0.58516 -0.24811 -2.75896
C 0.67766 -1.95848 1.30416
C -1.06165 -0.35268 1.78070
C -0.19692 2.42081 0.51118
N 0.52032 -0.67732 -1.36609
N 0.05405 -0.69102 0.86794
N -0.61176 1.35688 -0.27892
H -0.45506 -0.38968 -3.21299
H 0.88737 0.82959 -2.75755
H 1.29764 -0.60514 -3.50034
H 1.07957 -1.99696 2.22275
H -0.19815 -2.74697 1.22530
H 1.52613 -2.25999 0.53538
H -1.85301 0.24202 1.32346
H -1.44239 -1.27699 2.14062
H -0.59015 0.13308 2.61600
H -0.33711 2.19262 1.52745
H -0.78848 3.36237 0.21695
H 0.87061 2.75399 0.35959
H 0.69543 -1.64553 -1.23753
H -0.82636 1.61252 -1.28986

Record 6
22
Properties=species:S:1:pos:R:3 method="wB97M-V/def2-TZVPD" homo_energy_ev=-13.5 homo_lumo_gap_ev=9.9950 total_charge=+1 multiplicity=1
C -3.33992 -0.63702 -0.68545
C -0.74507 2.01930 -0.06774
C 4.40603 -0.45862 0.06380
C -2.58939 -0.26040 0.65575
C -1.12097 -0.38591 0.38569
N -0.32759 0.55015 0.05736
N 2.09771 -0.90718 0.22849
N 3.02901 -0.10630 0.07908
H -2.83461 -1.50842 -1.22303
H -3.18335 0.18494 -1.44023
H -4.47796 -0.75422 -0.65985
H -0.68256 2.18582 -1.21105
H -1.67749 2.17001 0.46468
H 0.06837 2.59612 0.30503
H 4.70293 -1.43451 0.58207
H 5.00767 0.43488 0.25654
H 4.58626 -0.68103 -0.97765
H -2.81745 -0.96140 1.36394
H -2.73365 0.79727 1.00693
H -0.62595 -1.29005 0.36977
H 2.50475 -1.85915 0.36780
H 0.75322 0.30572 0.07806

Record 7
22
Properties=species:S:1:pos:R:3 method="wB97M-V/def2-TZVPD" homo_energy_ev=-13.0 homo_lumo_gap_ev=4.1886 total_charge=+1 multiplicity=1
C -1.71326 0.87833 -0.12905
C -0.44767 0.50285 0.68780
C 0.89028 0.95368 0.02859
C 0.96888 0.66191 -1.40380
N 0.18077 -0.57358 -1.73142
C 0.91038 -1.65577 -1.44850
N 2.02556 -1.61224 -0.69340
N -2.73381 -0.16897 -0.23964
H -2.17528 1.72964 0.36041
H -1.36238 1.17044 -1.17887
H -0.77038 1.03181 1.69181
H -0.66493 -0.63723 0.77054
H 1.65513 0.23698 0.45874
H 1.06241 1.96781 0.34302
H 0.55948 1.59194 -2.04463
H 2.14009 0.66170 -1.71900
H 1.45821 0.04583 4.80104
H 0.44437 -2.59000 -1.81336
H 2.42513 -2.59218 -0.36076
H 1.39933 -0.72124 5.01437
H -2.50037 -0.99551 -0.96284
H -3.75192 0.11381 -0.43102

Record 8
22
Properties=species:S:1:pos:R:3 method="wB97M-V/def2-TZVPD" homo_energy_ev="-13.7 / -14.0" homo_lumo_gap_ev="7.9050 / 8.4088" total_charge=+1 multiplicity=1
C -0.32184 1.54405 -0.64650
C -1.82903 -0.46454 -0.66325
C -0.87148 0.37242 1.52112
C 0.47267 -2.01686 0.24804
C -0.58301 0.18991 0.02836
N 2.45396 -0.28741 -0.18007
N 2.81537 0.81494 -0.50883
N 0.38630 -0.75370 -0.34560
H 0.18818 1.40352 -1.59692
H -1.26390 2.04437 -0.85099
H 0.24829 2.19848 0.00904
H -2.64449 0.25215 -0.60900
H -2.12276 -1.37664 -0.15303
H -1.62083 -0.68233 -1.70777
H -1.60234 1.16669 1.64530
H -1.27920 -0.52684 1.97398
H 0.03636 0.65057 2.05270
H 1.50893 -2.35639 0.18949
H -0.08055 -2.71861 -0.39001
H 0.10551 -2.08691 1.27491
H 2.20656 1.65306 -0.49910
H 3.79732 0.98008 -0.79186

Record 9
23
Properties=species:S:1:pos:R:3 method="wB97M-V/def2-TZVPD" homo_energy_ev=-13.4 homo_lumo_gap_ev=9.7760 total_charge=+1 multiplicity=1
C 1.99980 -1.12120 -0.36181
C 1.36393 0.20279 -0.78393
C -0.56159 1.43650 0.00551
C 2.12183 1.29043 0.07660
C -1.15236 2.49461 0.41976
N -0.02809 0.33573 -0.43775
N -2.99408 -1.42346 0.76629
N -0.86938 -0.83360 -0.83431
O 1.74589 -1.33857 1.02276
H 1.74258 -1.89333 -1.04880
H 3.09712 -0.92864 -0.35921
H 1.66904 0.44188 -1.82887
H 2.18565 2.31535 -0.41821
H 3.16804 0.91582 0.14888
H 1.66007 1.34199 1.08271
H -1.40766 3.24119 -0.39804
H 2.41961 -1.96742 1.31589
H -1.17239 2.77418 1.49075
H -2.83669 -2.36437 1.12412
H -3.98446 -1.35864 0.49508
H -0.30682 -1.60723 -1.13553
H -3.01347 -0.75936 1.53275
H -1.69890 -1.28762 -0.27982

Record 10
23
Properties=species:S:1:pos:R:3 method="wB97M-V/def2-TZVPD" homo_energy_ev=-12.8 homo_lumo_gap_ev=8.2988 total_charge=+1 multiplicity=1
C -1.31031 2.21079 -0.91047
Pb -0.19163 0.53216 -1.73072
N 1.27126 -1.53802 -2.40736
H -0.01131 1.12368 -3.36825
H 2.20574 -1.15268 -2.38882
H -1.74465 -0.17224 -2.50275
H -1.72829 2.60528 -1.84811
H -0.56343 2.86897 -0.45805
H -2.07231 1.83076 -0.22331
H 1.08122 -2.28737 -1.74699
H 0.87322 -1.65615 -3.33251
C 0.85910 1.40871 1.80583
C 0.30837 0.04480 1.57828
N -0.05462 -0.52381 0.40607
C -0.53274 -1.78865 0.72638
C -0.40114 -2.03610 2.04935
N 0.13375 -0.84442 2.59719
H 0.19910 2.02125 2.45457
H 1.85609 1.35881 2.29192
H 0.97416 1.95770 0.85355
H -0.92760 -2.42126 -0.06250
H -0.61060 -2.91321 2.65303
H 0.38660 -0.62905 3.56367

Record 11
23
Properties=species:S:1:pos:R:3 method="wB97M-V/def2-TZVPD" homo_energy_ev=-13.3 homo_lumo_gap_ev=8.6873 total_charge=+1 multiplicity=1
C 1.96495 0.15346 0.03234
C -2.13869 1.81187 -0.61584
C -0.13686 -0.67412 1.91164
C -1.82378 0.51954 0.18960
C -0.45803 -0.03303 0.58628
N 2.64775 0.79385 -0.97769
N 2.40310 -0.44479 1.05070
N 0.55803 0.35041 -0.18847
S -0.54596 -2.42408 -1.18588
H -1.50477 2.02615 -1.50397
H -3.18967 1.71541 -1.02083
H -2.27855 2.63647 0.10115
H -1.06469 -0.64428 2.39488
H 0.23208 -1.79574 1.89796
H 0.67729 -0.14138 2.42603
H -2.32797 -0.27590 -0.26967
H -2.54714 0.51901 1.11161
H 3.62461 0.64568 -1.29443
H 2.23660 1.07329 -1.79898
H 3.46823 -0.60861 1.03454
H 0.60811 -3.09997 -0.80301
H 0.53220 1.02781 -0.85760
H -0.93681 -3.13107 -2.22034

Values of strongest force on any atom, in order: 1.70 2.76 1.67 4.43 7.26 3.49 5.09 2.34 4.19 3.04 4.08, all in eV Å⁻¹.
Values of E, in order: -19226.3241 -9876.4359 -9871.4693 -9871.2331 -9874.0332 -9873.3527 -9867.8264 -9871.0940 -11919.6010 -15120.6448 -20709.5991, all in eV.
Values of ΔE to the lowest compared entry with this formula, charge and spin, in order: 22.4 16.8 131.4 136.8 72.3 87.9 215.4 140.0 110.8 0.0 27.2, all in kcal per mole.